(1)
DFT (wB97M-V/def2-TZVPD) results for a cluster of 2 separate species, C2H9N2S4 in total.

The energy relative to the best compared isomer or geometry (same formula, charge and spin) is 0.0 kJ/mol. Its LUMO energy is -5.05 eV. The calculated total energy comes out at -48533.4188 eV. As for the total charge: +1. The orbital gap comes out at 7.938 eV.

Atoms and positions in Å:
1 S 2.96173 1.29661 -0.11865
2 C 1.44494 -0.86235 0.14222
3 H 2.59447 -1.89655 1.54439
4 H 0.42274 2.33164 -0.52245
5 H 2.57095 -0.31855 1.80493
6 N 2.53541 -1.01384 1.08918
7 H -4.31687 0.22200 -1.52670
8 S -0.22484 -1.49082 0.87861
9 S -3.37401 0.28125 -0.57788
10 H 2.53570 2.49226 -0.41971
11 C 1.42154 0.57168 -0.12932
12 H -0.51597 -0.33747 1.49520
13 H -0.59339 0.94955 -0.33517
14 H -3.37068 1.63719 -0.55672
15 N 0.38118 1.31860 -0.48547
16 H 0.40782 -1.14429 -1.92415
17 S 1.60145 -1.71884 -1.50913

Calculated atomic charges, method Löwdin, unit e:
1. S 1.051
2. C -1.118
3. H 0.091
4. H 0.133
5. H 0.066
6. N -0.030
7. H -0.198
8. S 0.732
9. S 0.479
10. H -0.095
11. C -0.723
12. H -0.135
13. H 0.076
14. H -0.201
15. N 0.152
16. H -0.075
17. S 0.796


(2)
DFT (wB97M-V/def2-TZVPD) results for the molecule C3H4N4O.

The energy relative to the best compared isomer or geometry (same formula, charge and spin) is 178.8 kJ/mol. Its SMILES is [H]/N=c1\nc(O)nc[nH]1. Its LUMO energy is 0.40 eV. The calculated total energy comes out at -11182.1155 eV. The orbital gap comes out at 9.416 eV.

Atoms and positions in Å:
1 O -2.40758 -0.99018 0.07672
2 C 0.89357 -0.50893 -0.09342
3 C -1.31923 -0.32040 0.01513
4 H 2.07051 -2.12816 -0.28604
5 N 0.94294 0.97977 0.20038
6 N -1.39068 1.13382 -0.21920
7 H -0.11311 2.79777 -0.14856
8 N -0.27705 -1.14348 -0.11042
9 H 1.69303 1.60611 0.45804
10 N 2.08930 -1.04585 -0.07211
11 H -1.93622 -1.99862 0.27958
12 C -0.24548 1.61817 -0.10011

Calculated atomic charges, method Löwdin, unit e:
1. O 0.085
2. C -0.477
3. C -0.429
4. H 0.084
5. N 0.112
6. N 0.144
7. H 0.163
8. N 0.128
9. H 0.130
10. N 0.061
11. H 0.247
12. C -0.249


(3)
DFT (wB97M-V/def2-TZVPD) results for a structure of composition C9H16Ag5BBr8F4O3.

The energy relative to the best compared isomer or geometry (same formula, charge and spin) is 0.0 kJ/mol. Its LUMO energy is -8.88 eV. The calculated total energy comes out at -607607.1759 eV. As for the total charge: +2. The orbital gap comes out at 5.530 eV.

Atoms and positions in Å:
1 H -0.59585 3.34785 -1.29217
2 C -1.28659 1.37900 -0.89048
3 B -2.08152 -4.20060 2.96802
4 F -0.73050 -4.60537 3.27652
5 H 2.20241 1.24364 -0.96269
6 H 2.06293 2.95567 -0.52450
7 H -1.77201 2.78439 -2.47864
8 H -0.38822 0.99598 -1.37946
9 H -0.21527 -3.07935 -4.07269
10 F -2.12795 -2.78146 3.23495
11 Br -3.07911 1.12018 2.42946
12 Br 0.41830 3.28546 4.49728
13 C 3.12260 2.49451 -2.41182
14 O -0.26580 -0.81080 1.69893
15 F -2.95275 -4.87513 3.73955
16 C -0.63623 2.13417 3.33083
17 Br 1.57355 2.41353 -3.56107
18 H -2.46071 3.33826 3.45978
19 Br 2.66659 -3.07867 -3.09794
20 Ag 2.32566 -0.15021 1.86617
21 Ag 0.13813 -2.22232 3.60030
22 C 0.23547 -1.40738 0.65436
23 O -0.22036 -2.59391 0.43325
24 Br 4.28748 1.96512 0.13616
25 C 2.69570 2.21322 -0.99721
26 Ag 2.91787 -2.31335 -0.55773
27 Ag -2.49064 -1.73009 1.22173
28 Ag 0.32357 -4.77865 1.19441
29 H 3.56676 3.47949 -2.52332
30 H 3.87510 1.77093 -2.71305
31 C -2.09991 2.32523 3.61282
32 H -2.38361 2.09324 4.63800
33 Br -2.74171 0.17006 -1.26209
34 C 1.45767 -1.70064 -3.79395
35 Br -1.05642 -0.88622 -4.70451
36 F -2.32722 -4.41894 1.59801
37 H 1.64498 -0.78239 -3.24211
38 H 1.73409 -1.51427 -4.82813
39 H -0.30957 1.10273 3.39032
40 O 1.20027 -0.88951 -0.05109
41 H -0.42166 2.53667 2.34172
42 H -0.27648 -2.13365 -2.59697
43 C 0.01114 -2.10568 -3.64784
44 Br -2.95394 3.68360 -0.48486
45 H -1.06944 1.44069 0.17474
46 C -1.51677 2.78496 -1.42297

Calculated atomic charges, method Löwdin, unit e:
1. H 0.041
2. C -0.723
3. B -1.234
4. F 0.006
5. H -0.003
6. H 0.065
7. H 0.057
8. H 0.025
9. H 0.057
10. F -0.012
11. Br 0.674
12. Br 0.671
13. C -0.689
14. O -0.246
15. F 0.231
16. C -0.748
17. Br 0.726
18. H 0.073
19. Br 0.727
20. Ag 0.785
21. Ag 0.873
22. C -0.938
23. O -0.185
24. Br 0.660
25. C -0.691
26. Ag 0.622
27. Ag 0.717
28. Ag 0.872
29. H 0.070
30. H 0.058
31. C -0.640
32. H 0.067
33. Br 0.688
34. C -0.654
35. Br 0.695
36. F 0.088
37. H 0.022
38. H 0.065
39. H 0.007
40. O -0.237
41. H 0.037
42. H 0.044
43. C -0.692
44. Br 0.661
45. H 0.013
46. C -0.703


(4)
DFT (wB97M-V/def2-TZVPD) results for a structure of composition C14H19ClCrN6O2S2.

As for the multiplicity: 4. The energy relative to the best compared isomer or geometry (same formula, charge and spin) is 20.4 kJ/mol. Its LUMO energy (spin up / spin down) is -3.33 / -3.59 eV. The calculated total energy comes out at -90475.0501 eV. As for the total charge: +1. The orbital gap (spin up / spin down) comes out at 7.565 / 7.430 eV.

Atoms and positions in Å:
1 H 1.37926 3.52435 -2.43312
2 H 5.03086 -0.32146 2.69167
3 C 0.08982 -1.04589 -4.02647
4 O 0.80192 2.34191 0.48764
5 H -3.06504 -0.22668 3.60377
6 C -1.33467 -1.44824 -3.60952
7 C -1.52571 0.02999 2.13175
8 C -2.83632 0.05064 2.58591
9 N 1.88575 -0.42129 3.16209
10 H 2.77394 -2.15835 -2.38884
11 C -3.52538 0.82765 0.42904
12 H 0.44415 -1.60014 -4.89369
13 H -1.43332 -1.37234 4.52752
14 Cl -0.95829 3.73077 -2.18790
15 H -1.87758 -2.03071 -1.56764
16 C 0.71231 3.58198 -1.57801
17 N 0.77495 -0.19221 2.43109
18 C 0.10908 -1.65593 -1.81003
19 S 0.68129 -2.01545 -0.23186
20 C -0.38463 -0.31815 2.98947
21 H 2.61374 -0.40059 -2.17971
22 N 0.88269 -1.38933 -2.84367
23 H 4.11364 -0.69668 4.12110
24 H 0.93600 4.44389 -0.95912
25 C -0.56112 -0.73145 4.40969
26 H 2.68810 -1.09878 -3.80916
27 N 4.14633 -0.45778 3.14452
28 H -4.87038 0.47700 2.06579
29 C 3.00062 -0.25852 2.48331
30 S 3.12921 0.18655 0.80379
31 C 0.78083 2.31885 -0.76807
32 N -1.23050 0.38370 0.86368
33 H -4.28081 1.16399 -0.26582
34 H -2.06422 -0.67689 -3.84478
35 H -1.64870 -2.38390 -4.07335
36 C -3.84475 0.45017 1.72336
37 H -0.69090 0.14704 5.04675
38 C -2.19876 0.78019 0.04123
39 O 0.77770 1.17904 -1.34662
40 C 2.32902 -1.25257 -2.79476
41 Cr 0.82018 0.30497 0.46556
42 N -1.18449 -1.60704 -2.16120
43 H -1.88795 1.07464 -0.95365
44 H 0.17738 0.02329 -4.22890
45 H 0.32475 -1.26024 4.74714

Calculated atomic charges, method Löwdin, unit e:
1. H 0.093
2. H 0.097
3. C -0.080
4. O -0.038
5. H 0.119
6. C -0.098
7. C -0.186
8. C 0.023
9. N 0.020
10. H 0.096
11. C -0.020
12. H 0.131
13. H 0.086
14. Cl 0.620
15. H 0.145
16. C -0.438
17. N -0.094
18. C -0.745
19. S 0.739
20. C -0.234
21. H 0.066
22. N -0.134
23. H 0.116
24. H 0.094
25. C -0.002
26. H 0.102
27. N 0.104
28. H 0.123
29. C -0.791
30. S 0.702
31. C -0.694
32. N 0.018
33. H 0.118
34. H 0.121
35. H 0.126
36. C -0.018
37. H 0.109
38. C -0.095
39. O -0.119
40. C -0.020
41. Cr 0.480
42. N 0.048
43. H 0.101
44. H 0.132
45. H 0.078


(5)
DFT (wB97M-V/def2-TZVPD) results for a structure of composition C15H22N3O5SeTi.

As for the multiplicity: 3. The energy relative to the best compared isomer or geometry (same formula, charge and spin) is 0.0 kJ/mol. Its LUMO energy (spin up / spin down) is -2.73 / -2.83 eV. The calculated total energy comes out at -119076.5291 eV. As for the total charge: +1. The orbital gap (spin up / spin down) comes out at 6.842 / 7.381 eV.

Atoms and positions in Å:
1 C -0.45377 0.42963 -3.05906
2 C 2.68346 -0.54492 0.26478
3 H 3.72704 -0.54064 0.58481
4 H -3.96324 -5.40676 3.43023
5 H -3.99092 -4.49727 1.96498
6 H 3.57531 1.78620 0.19141
7 Ti 0.05759 0.79937 -0.11510
8 C 0.96950 -0.08786 -2.97331
9 H -1.13596 3.30548 -2.89023
10 C 0.28669 3.53105 -1.28694
11 H -0.05198 -0.16285 2.67392
12 H 0.77659 4.44747 -1.62666
13 N -1.48463 1.94571 0.86235
14 O 2.00931 0.59515 0.83488
15 C 1.82983 2.99102 0.55354
16 O -2.06685 -4.15332 4.44123
17 O 1.25682 2.64801 -0.70716
18 C -0.59985 -0.98273 2.22162
19 N -3.51136 -4.75681 2.80710
20 H 1.68569 0.68741 -3.26599
21 C -2.54690 1.66235 0.43525
22 C 2.59329 -0.52604 -1.24673
23 H 3.04053 -1.43566 -1.65727
24 H 2.42082 3.90825 0.47623
25 O 1.21310 -0.45086 -1.60823
26 H 1.03521 3.13389 1.29378
27 H 3.14290 1.94685 1.91488
28 H -1.03992 -1.94692 4.08654
29 H -0.66923 0.80653 -4.06092
30 H -1.50028 -1.91071 -0.77162
31 H 0.50582 2.71409 -3.26102
32 Se -4.09388 1.13924 -0.30073
33 C 2.74950 1.83376 0.90387
34 C -1.90098 -2.96964 2.40660
35 C -2.49523 -4.02417 3.31556
36 C -0.26347 2.78759 -2.48861
37 N -0.70421 -0.97268 0.88574
38 H 3.11745 0.34423 -1.65762
39 C -1.41461 -1.94237 0.30764
40 H -0.48512 3.76264 -0.55022
41 H 1.10703 -0.95946 -3.61792
42 C -1.15844 -1.96159 3.01325
43 H 2.18378 -1.41701 0.68393
44 H -2.57128 -3.71346 0.47867
45 C -2.02729 -2.95603 1.02464
46 O -0.65723 1.46099 -2.09135
47 H -1.18062 -0.34716 -2.82075

Calculated atomic charges, method Löwdin, unit e:
1. C -0.128
2. C -0.121
3. H 0.148
4. H 0.124
5. H 0.100
6. H 0.139
7. Ti 0.898
8. C -0.129
9. H 0.152
10. C -0.135
11. H 0.121
12. H 0.147
13. N -0.043
14. O -0.239
15. C -0.146
16. O 0.085
17. O -0.221
18. C -0.097
19. N 0.186
20. H 0.135
21. C -0.941
22. C -0.139
23. H 0.151
24. H 0.149
25. O -0.214
26. H 0.135
27. H 0.148
28. H 0.131
29. H 0.149
30. H 0.116
31. H 0.137
32. Se 0.529
33. C -0.110
34. C -0.097
35. C -0.492
36. C -0.109
37. N -0.041
38. H 0.137
39. C -0.096
40. H 0.126
41. H 0.149
42. C 0.037
43. H 0.139
44. H 0.119
45. C 0.018
46. O -0.246
47. H 0.138